ORCA calculation (wB97M-V/def2-TZVPD) on 4 unconnected molecules or ions with the total composition C17H21BF3O10P.

CARTESIAN COORDINATES (ANGSTROEM)
O (0.065, -4.973, 1.115)
C (0.464, -5.163, 2.221)
O (1.325, -4.337, 2.884)
C (1.442, -4.844, 4.211)
C (1.065, -6.286, 4.036)
F (0.454, -6.772, 5.144)
O (0.124, -6.242, 2.982)
H (0.755, -4.306, 4.867)
H (2.456, -4.721, 4.589)
H (1.896, -6.939, 3.759)
O (1.286, 3.154, 0.530)
C (1.470, 2.915, -0.621)
O (0.608, 2.212, -1.400)
C (1.121, 2.259, -2.729)
C (2.576, 2.523, -2.503)
F (3.102, 3.260, -3.511)
O (2.575, 3.304, -1.320)
H (0.628, 3.065, -3.279)
H (0.947, 1.321, -3.251)
H (3.177, 1.623, -2.351)
O (3.114, 0.467, -5.178)
C (2.183, 0.180, -5.857)
O (0.913, 0.637, -5.656)
C (0.128, 0.175, -6.754)
C (0.911, -1.016, -7.226)
F (0.788, -1.184, -8.563)
O (2.248, -0.653, -6.934)
H (0.064, 0.961, -7.510)
H (-0.879, -0.088, -6.434)
H (0.665, -1.949, -6.713)
C (-4.313, 3.799, 4.545)
P (-2.650, 3.949, 3.684)
O (-2.710, 5.073, 2.421)
B (-2.375, 2.252, 2.870)
C (-1.534, 2.116, 1.500)
C (-0.946, 0.662, 1.396)
C (-1.701, -0.451, 0.854)
C (-1.083, -1.766, 0.766)
C (0.279, -1.895, 1.217)
C (1.054, -0.809, 1.779)
C (0.430, 0.496, 1.872)
H (-4.646, 4.725, 5.066)
H (-5.060, 3.462, 3.779)
H (-4.183, 3.007, 5.330)
H (-2.001, 5.728, 2.523)
H (-2.799, 1.237, 3.330)
H (-0.693, 2.850, 1.476)
H (-2.228, 2.355, 0.653)
H (-2.740, -0.275, 0.504)
H (-1.645, -2.634, 0.368)
H (0.788, -2.896, 1.137)
H (2.099, -0.939, 2.124)
H (0.986, 1.373, 2.263)

* gap between HOMO and LUMO: 0.3023 Ha
* F_max: 2.6 eV/A
* SMILES: O=C1OC[C@@H](F)O1.O=C1OC[C@@H](F)O1.O=C1OC[C@@H](F)O1.CP(O)BCc1ccccc1
* E_LUMO: 0.34 eV
* spin multiplicity: 1
* E_tot: -2078.58671 Eh

ORCA calculation (wB97M-V/def2-TZVPD) on 8 unconnected molecules or ions with the total composition C32H64O22.

CARTESIAN COORDINATES (ANGSTROEM)
C (-2.731, 4.330, 0.301)
C (-1.332, 4.224, 0.839)
O (-0.418, 4.635, -0.193)
C (0.796, 4.959, 0.222)
O (1.240, 4.812, 1.328)
O (1.474, 5.472, -0.811)
C (2.698, 6.114, -0.462)
H (-2.989, 3.512, -0.371)
H (-2.844, 5.277, -0.233)
H (-3.485, 4.375, 1.086)
H (-1.045, 3.224, 1.163)
H (-1.222, 4.899, 1.691)
H (2.512, 6.933, 0.236)
H (3.108, 6.513, -1.383)
H (3.384, 5.420, 0.021)
C (-0.899, 1.179, -1.139)
C (-0.832, -0.292, -0.837)
O (-0.077, -0.520, 0.361)
C (-0.726, -0.395, 1.516)
O (-1.902, -0.246, 1.668)
O (0.195, -0.450, 2.477)
C (-0.270, -0.228, 3.802)
H (-1.537, 1.643, -0.382)
H (-1.386, 1.361, -2.097)
H (0.081, 1.653, -1.148)
H (-0.293, -0.826, -1.624)
H (-1.807, -0.776, -0.796)
H (-0.950, 0.622, 3.842)
H (0.588, -0.197, 4.460)
H (-0.898, -1.067, 4.122)
C (2.604, 1.776, -3.686)
C (2.275, 0.314, -3.906)
O (1.642, 0.078, -5.169)
C (0.347, 0.373, -5.270)
O (-0.314, 0.943, -4.445)
O (-0.156, -0.043, -6.425)
C (0.682, -0.550, -7.449)
H (3.393, 2.112, -4.356)
H (2.899, 1.960, -2.652)
H (1.696, 2.369, -3.815)
H (1.625, -0.065, -3.116)
H (3.182, -0.287, -3.905)
H (1.623, -0.012, -7.536)
H (0.104, -0.524, -8.367)
H (0.927, -1.597, -7.242)
C (-2.157, -3.536, 5.389)
C (-1.903, -5.014, 5.570)
O (-2.954, -5.514, 6.400)
C (-2.865, -6.796, 6.732)
O (-2.039, -7.566, 6.321)
O (-3.819, -7.062, 7.615)
C (-3.918, -8.422, 8.043)
H (-3.187, -3.485, 5.029)
H (-1.500, -3.118, 4.630)
H (-2.067, -2.925, 6.286)
H (-0.959, -5.278, 6.051)
H (-1.894, -5.469, 4.577)
H (-4.401, -8.394, 9.011)
H (-2.937, -8.893, 8.066)
H (-4.522, -8.983, 7.326)
C (2.816, 1.678, 1.671)
C (3.158, 0.833, 2.895)
O (4.520, 1.021, 3.268)
C (5.365, 0.051, 2.923)
O (5.092, -0.951, 2.321)
O (6.581, 0.390, 3.343)
C (7.622, -0.487, 2.946)
H (3.361, 1.310, 0.797)
H (3.050, 2.726, 1.842)
H (1.758, 1.555, 1.438)
H (2.962, -0.218, 2.693)
H (2.480, 1.136, 3.695)
H (7.668, -1.350, 3.613)
H (8.554, 0.064, 2.993)
H (7.438, -0.870, 1.942)
C (-3.894, -0.452, -3.922)
C (-4.297, -1.471, -4.952)
O (-3.117, -2.205, -5.310)
C (-3.022, -2.573, -6.579)
O (-3.857, -2.430, -7.427)
O (-1.826, -3.138, -6.762)
C (-1.495, -3.395, -8.109)
H (-3.269, -0.877, -3.136)
H (-4.751, 0.002, -3.418)
H (-3.334, 0.380, -4.356)
H (-4.792, -1.010, -5.801)
H (-4.982, -2.206, -4.521)
H (-0.494, -3.829, -8.114)
H (-1.392, -2.458, -8.658)
H (-2.156, -4.099, -8.604)
C (6.793, 2.471, -1.975)
C (6.557, 1.022, -1.616)
O (5.135, 0.817, -1.530)
C (4.735, -0.442, -1.366)
O (5.422, -1.419, -1.461)
O (3.426, -0.422, -1.113)
C (2.826, -1.636, -0.688)
H (6.809, 3.132, -1.108)
H (6.029, 2.864, -2.648)
H (7.742, 2.575, -2.504)
H (6.993, 0.766, -0.651)
H (6.966, 0.375, -2.391)
H (3.531, -2.401, -0.368)
H (2.214, -2.060, -1.486)
H (2.206, -1.377, 0.166)
C (-5.852, 2.672, 3.456)
C (-5.302, 1.253, 3.343)
C (-4.743, 1.281, 1.921)
O (-5.669, 2.100, 1.191)
C (-6.529, 2.791, 2.090)
H (-5.048, 3.397, 3.579)
H (-6.565, 2.778, 4.276)
H (-6.107, 0.522, 3.410)
H (-4.563, 1.077, 4.126)
H (-4.685, 0.291, 1.478)
H (-3.770, 1.776, 1.886)
H (-7.496, 2.281, 2.114)
H (-6.640, 3.834, 1.794)

* gap between HOMO and LUMO: 0.3666 Ha
* F_max: 1.4 eV/A
* SMILES: CCOC(=O)OC.CCOC(=O)OC.CCOC(=O)OC.CCOC(=O)OC.CCOC(=O)OC.CCOC(=O)OC.CCOC(=O)OC.C1CCOC1
* E_LUMO: 0.53 eV
* spin multiplicity: 1
* E_tot: -2913.03663 Eh
* relative energy (zero: lowest compared OMol25 entry of this formula, charge and spin): 36.04 kcal per mole

ORCA calculation (wB97M-V/def2-TZVPD) on 2 unconnected molecules or ions with the total composition C31H42N4O8P2.

CARTESIAN COORDINATES (ANGSTROEM)
C (-2.183, 0.147, 0.273)
C (-2.408, -1.097, -0.471)
C (-2.003, -2.563, 0.114)
O (-2.944, -3.228, 0.630)
O (-0.650, -2.996, -0.037)
C (-0.147, -3.624, 1.202)
C (1.223, -2.866, 1.585)
C (1.446, -2.619, 3.162)
C (1.002, -1.165, 3.691)
C (1.544, -0.844, 5.208)
C (2.831, 0.161, 5.200)
C (2.407, 1.719, 5.218)
C (1.506, 2.343, 6.377)
C (1.059, 3.846, 6.427)
C (1.469, 4.858, 5.270)
N (1.068, 6.290, 5.232)
C (0.050, 6.312, 4.374)
O (-0.555, 6.385, 3.269)
C (2.341, 4.268, 4.114)
C (2.815, 2.744, 4.069)
C (3.727, 2.299, 2.796)
O (4.782, 1.606, 2.915)
C (3.188, 2.875, 1.371)
C (2.713, 4.397, 1.421)
C (2.162, 5.103, 0.141)
C (2.060, 4.268, -1.220)
P (1.359, 5.208, -2.714)
N (1.721, 6.929, -2.350)
O (2.241, 4.892, -4.154)
C (2.510, 2.744, -1.233)
C (2.335, 1.933, -2.635)
C (3.110, 2.008, 0.053)
P (3.700, 0.207, 0.059)
N (5.309, 0.237, -0.136)
O (3.400, -0.593, 1.534)
O (3.067, -0.742, -1.208)
C (2.788, 5.183, 2.845)
O (3.149, 6.388, 2.970)
H (-3.066, 0.605, 0.841)
H (-1.130, 0.618, 0.210)
H (-2.876, -1.077, -1.532)
H (-0.879, -3.558, 2.080)
H (0.104, -4.720, 0.902)
H (1.232, -1.867, 0.988)
H (2.148, -3.450, 1.192)
H (0.901, -3.454, 3.732)
H (2.575, -2.733, 3.430)
H (1.263, -0.293, 2.993)
H (-0.157, -1.184, 3.775)
H (0.659, -0.434, 5.819)
H (1.832, -1.889, 5.636)
H (3.542, -0.064, 6.088)
H (3.346, -0.012, 4.180)
H (1.127, 1.675, 7.247)
H (0.389, 4.293, 7.256)
H (1.847, 6.198, 0.228)
H (2.689, 6.984, -1.951)
H (1.123, 7.216, -1.541)
H (1.550, 4.555, -4.788)
H (1.678, 1.012, -2.357)
H (1.717, 2.521, -3.409)
H (3.326, 1.530, -3.043)
H (5.549, 1.239, -0.219)
H (4.110, -1.240, 1.758)
H (3.814, -1.252, -1.631)
C (-4.285, -5.303, -6.696)
C (-4.575, -5.116, -5.210)
N (-3.831, -4.023, -4.590)
C (-3.926, -4.021, -3.130)
C (-5.301, -3.773, -2.509)
C (-3.962, -2.713, -5.223)
C (-5.365, -2.118, -5.334)
H (-3.219, -5.466, -6.873)
H (-4.824, -6.177, -7.070)
H (-4.610, -4.444, -7.289)
H (-4.300, -6.053, -4.714)
H (-5.658, -4.998, -5.077)
H (-3.221, -3.287, -2.723)
H (-3.563, -4.988, -2.767)
H (-5.584, -2.722, -2.560)
H (-5.278, -4.043, -1.448)
H (-6.086, -4.372, -2.977)
H (-3.537, -2.774, -6.231)
H (-3.315, -1.994, -4.706)
H (-6.111, -2.854, -5.643)
H (-5.367, -1.321, -6.084)
H (-5.688, -1.669, -4.394)

* gap between HOMO and LUMO: 0.2391 Ha
* F_max: 8.0 eV/A
* SMILES: C=CC(=O)OCCCCCCc1ccc(N=C=O)c2c1C(=O)c1c(cc(P(N)O)c(C)c1P(=N)(O)O)C2=O.CCN(CC)CC
* E_LUMO: -1.60 eV
* spin multiplicity: 1
* E_tot: -2709.47321 Eh

ORCA calculation (wB97M-V/def2-TZVPD) on a molecular structure, C21H21F3N3O2Se2Tb.

CARTESIAN COORDINATES (ANGSTROEM)
Tb (-1.234, 0.020, 0.047)
Se (-1.559, -0.291, 3.267)
Se (-3.434, -1.155, 2.101)
C (-2.534, -2.662, 1.308)
C (-2.918, -3.951, 1.636)
C (-2.305, -5.007, 0.970)
C (-1.324, -4.738, 0.031)
C (-0.986, -3.416, -0.221)
N (-1.593, -2.396, 0.392)
C (-1.928, 1.551, 2.825)
C (-2.292, 2.443, 3.817)
C (-2.530, 3.764, 3.457)
C (-2.416, 4.136, 2.127)
C (-2.054, 3.171, 1.197)
N (-1.798, 1.905, 1.539)
H (-3.673, -4.122, 2.389)
H (-2.588, -6.026, 1.193)
H (-0.822, -5.531, -0.502)
H (-0.207, -3.160, -0.929)
H (-2.398, 2.116, 4.841)
H (-2.817, 4.489, 4.207)
H (-2.610, 5.148, 1.806)
H (-1.976, 3.414, 0.143)
F (-1.426, -0.808, -2.407)
C (-2.027, 0.356, -2.821)
F (-1.961, 0.450, -4.112)
F (-1.208, 1.321, -2.246)
C (-3.409, 0.468, -2.129)
O (-4.417, 0.651, -2.735)
O (-3.212, 0.340, -0.853)
C (2.613, 2.669, -0.711)
N (3.067, 1.893, -1.895)
C (4.506, 1.522, -1.770)
C (2.160, 0.696, -2.197)
C (2.155, -0.324, -1.093)
C (3.147, -1.304, -1.135)
C (3.268, -2.232, -0.116)
C (2.393, -2.177, 0.951)
C (1.368, -1.232, 0.969)
C (1.192, -0.269, -0.056)
H (3.290, 3.507, -0.565)
H (2.620, 2.008, 0.152)
H (1.603, 3.028, -0.894)
H (2.988, 2.505, -2.709)
H (4.628, 0.919, -0.874)
H (5.092, 2.435, -1.695)
H (4.804, 0.956, -2.649)
H (2.539, 0.288, -3.134)
H (1.175, 1.129, -2.373)
H (3.825, -1.360, -1.978)
H (4.041, -2.986, -0.155)
H (2.494, -2.882, 1.767)
H (0.690, -1.268, 1.820)

* gap between HOMO and LUMO (alpha / beta): 0.2891 / 0.2877 Ha
* F_max: 1.1 eV/A
* E_LUMO (alpha / beta): -6.47 / -6.46 eV
* spin multiplicity: 7
* E_tot: -7054.06256 Eh
* total charge: +2
* relative energy (zero: lowest compared OMol25 entry of this formula, charge and spin): 0.00 kcal per mole

> E_tot of number 3 (C31H42N4O8P2)?

-2709.47321 Eh

> What is the formula in the fourth record?

C21H21F3N3O2Se2Tb

> Which value of spin multiplicity does entry 2 give?

1